Molecular formula: C20H33N3O3
Method: DFT, the ωB97M-V functional and the def2-TZVPD basis

Summary:
multiplicity: 1
SMILES string: CC(=O)NCCC1CCN(C(=O)[C@@H]2CCC(=O)N(C3CCCC3)C2)CC1
frontier orbital gap: 9.5 eV

Last column: natural (NBO) charge in e.
Element x y z (Å)
C (-8.23149, -1.24527, 1.35617)  -0.7119
C (-6.99536, -0.40828, 1.09727)  0.6779
O (-6.99817, 0.80157, 1.05272)  -0.6218
N (-5.86805, -1.14562, 0.93882)  -0.6193
C (-4.59341, -0.55044, 0.60813)  -0.2341
C (-4.26232, -0.74462, -0.87456)  -0.3930
C (-2.94665, -0.10968, -1.33880)  -0.2112
C (-1.71472, -0.72393, -0.67054)  -0.4141
C (-0.44505, -0.09361, -1.25241)  -0.1979
N (-0.46273, 1.33634, -1.05088)  -0.4475
C (0.33332, 2.08185, -0.24973)  0.6990
O (0.16488, 3.28074, -0.12756)  -0.6366
C (1.50352, 1.37775, 0.44016)  -0.3095
C (1.98158, 2.17184, 1.66352)  -0.4008
C (3.51110, 2.25229, 1.72693)  -0.5009
C (4.17899, 0.96794, 1.27630)  0.6892
O (5.01696, 0.38943, 1.93896)  -0.6398
N (3.76308, 0.55497, 0.05128)  -0.4499
C (4.26469, -0.66832, -0.55438)  -0.0274
C (5.80515, -0.70369, -0.67857)  -0.4113
C (6.25784, -1.91341, 0.14002)  -0.4052
C (5.07290, -2.86994, 0.05523)  -0.3978
C (3.88382, -1.93388, 0.24031)  -0.4188
C (2.66476, 1.26398, -0.56176)  -0.1989
C (-1.60198, 1.97051, -1.69129)  -0.2228
C (-2.90704, 1.40548, -1.13316)  -0.4118
H (-9.07972, -0.58777, 1.52025)  0.2412
H (-8.43562, -1.88512, 0.50014)  0.2240
H (-8.08489, -1.86967, 2.23450)  0.2251
H (-5.93683, -2.15017, 0.90876)  0.3880
H (-3.82176, -0.99571, 1.24189)  0.1897
H (-4.69012, 0.51119, 0.84042)  0.2367
H (-5.07946, -0.31419, -1.45767)  0.2134
H (-4.22746, -1.81683, -1.08994)  0.1939
H (-2.86901, -0.30372, -2.41676)  0.1978
H (-1.68974, -1.80315, -0.83157)  0.2102
H (-1.73825, -0.53363, 0.40332)  0.2017
H (0.43764, -0.54633, -0.80625)  0.2104
H (-0.41151, -0.28373, -2.33336)  0.1899
H (1.21694, 0.37226, 0.75582)  0.2121
H (1.60330, 1.70335, 2.57292)  0.2088
H (1.56978, 3.18162, 1.60766)  0.2508
H (3.86758, 3.05597, 1.07820)  0.2216
H (3.84011, 2.46994, 2.74280)  0.2412
H (3.82481, -0.71590, -1.55479)  0.1988
H (6.24721, 0.21811, -0.30837)  0.2276
H (6.08540, -0.82184, -1.72614)  0.1995
H (6.40234, -1.60879, 1.17563)  0.2256
H (7.18222, -2.34729, -0.23779)  0.2049
H (5.03476, -3.34050, -0.92991)  0.1886
H (5.10708, -3.65139, 0.81244)  0.2125
H (3.79340, -1.67262, 1.29397)  0.2239
H (2.94174, -2.36558, -0.09974)  0.1991
H (2.35002, 0.73045, -1.46067)  0.2107
H (2.97142, 2.27326, -0.86185)  0.2045
H (-1.53110, 3.04212, -1.50271)  0.2535
H (-1.54272, 1.79047, -2.77084)  0.1840
H (-3.75255, 1.87915, -1.63207)  0.2192
H (-2.96059, 1.64204, -0.07044)  0.2072

=====

Molecular formula: C33H50ClGaN4
Method: DFT, the ωB97M-V functional and the def2-TZVPD basis

Summary:
multiplicity: 1
frontier orbital gap: 7.0 eV

Last column: Mulliken charge in e.
Element x y z (Å)
Ga (-0.48392, -0.08292, -0.55680)  -0.8703
C (-0.39921, -2.53628, -3.27104)  -2.1301
C (0.64539, -2.61885, -2.14980)  2.3729
C (1.01630, -4.07892, -1.86612)  -1.8362
C (1.87455, -1.78350, -2.48033)  0.9745
C (2.63258, -2.16100, -3.58560)  -0.6345
C (3.80328, -1.49967, -3.89986)  -1.3862
C (4.22840, -0.47122, -3.07569)  -1.0936
C (3.49772, -0.03938, -1.96223)  0.2520
C (4.16499, 1.11242, -1.20108)  0.8003
C (4.23481, 1.00967, 0.32465)  -1.8186
C (3.64304, 2.50489, -1.62241)  -1.2249
C (2.26759, -0.68554, -1.68231)  -0.2265
N (1.41736, -0.33023, -0.57697)  1.0872
C (1.68943, -1.02674, 0.63317)  -0.6472
C (0.73214, -1.09007, 1.56807)  -0.8757
N (-0.52072, -0.50534, 1.28207)  2.4930
C (-1.57554, -0.81767, 2.19345)  -0.7814
C (-1.83992, 0.03059, 3.28524)  0.8873
C (-2.88421, -0.28708, 4.15384)  -0.4130
C (-3.63821, -1.43654, 3.97339)  -1.4240
C (-3.32922, -2.29949, 2.93139)  -0.7774
C (-2.30107, -2.01354, 2.03932)  0.4941
C (-1.92721, -3.03808, 0.97744)  2.2195
C (-3.13375, -3.70549, 0.30701)  -1.9861
C (-1.01765, -4.11780, 1.58395)  -1.4674
C (-0.98933, 1.25601, 3.57283)  1.1400
C (-0.29126, 1.13880, 4.93542)  -1.7002
C (-1.81298, 2.54920, 3.50156)  -1.3249
H (-1.28837, -3.12386, -3.01844)  0.4617
H (0.00903, -2.92855, -4.20744)  0.4298
H (-0.70686, -1.50345, -3.45121)  0.3706
H (0.20415, -2.23670, -1.23760)  -1.3367
H (1.40075, -4.57307, -2.76462)  0.3767
H (0.13520, -4.63547, -1.52807)  0.4040
H (1.78215, -4.14382, -1.08800)  0.3604
H (2.30823, -2.99589, -4.20077)  0.3260
H (4.39159, -1.79257, -4.76323)  0.3826
H (5.16834, 0.02754, -3.30238)  0.3672
H (5.19685, 1.06243, -1.53972)  0.6790
H (3.25542, 1.12918, 0.79068)  0.2209
H (4.89341, 1.79990, 0.70497)  0.4307
H (4.65015, 0.04876, 0.63892)  0.3907
H (3.18821, 3.01728, -0.77623)  0.2782
H (2.90670, 2.44021, -2.42823)  0.2933
H (4.46179, 3.13942, -1.97754)  0.3263
H (2.63905, -1.53833, 0.73319)  0.4900
H (0.85590, -1.62508, 2.50199)  0.6295
H (-3.10030, 0.36825, 4.99525)  0.3396
H (-4.45189, -1.67075, 4.65323)  0.3663
H (-3.89979, -3.21949, 2.81530)  0.2831
H (-1.35204, -2.52875, 0.21417)  -1.1126
H (-3.60908, -4.42812, 0.97857)  0.5219
H (-2.81000, -4.25660, -0.58198)  0.3739
H (-3.88317, -2.97512, 0.00533)  0.3826
H (-1.51617, -4.59701, 2.43316)  0.3898
H (-0.07506, -3.69113, 1.93567)  0.3022
H (-0.78744, -4.88967, 0.84058)  0.3893
H (-0.21296, 1.28975, 2.81831)  -0.2753
H (-1.02110, 1.08572, 5.75067)  0.3029
H (0.34855, 2.01017, 5.11300)  0.4670
H (0.33330, 0.24064, 4.98011)  0.3451
H (-2.53038, 2.59800, 4.32882)  0.4185
H (-2.38479, 2.61317, 2.56913)  0.2499
H (-1.16219, 3.42959, 3.57347)  0.3771
Cl (-3.48495, -0.31358, -0.74342)  -0.2576
C (-1.99371, -0.62120, -1.75498)  -1.1102
H (-2.11610, -0.05324, -2.67091)  0.7253
H (-2.01850, -1.67579, -1.99854)  0.5640
C (-2.07792, 2.65276, -0.60598)  -0.5395
C (-1.96448, 4.19916, -0.68143)  -0.9112
N (-0.61101, 4.60679, -1.07232)  -0.1770
C (0.31935, 4.18070, -0.01896)  -0.9673
C (0.20966, 2.65253, 0.21121)  1.8838
N (-0.72942, 2.05275, -0.80529)  0.0791
C (-0.25218, 2.40068, -2.17246)  -0.1740
C (-0.24414, 3.94837, -2.33234)  -0.8650
H (-2.73163, 2.27092, -1.38255)  0.6669
H (-2.46944, 2.30918, 0.34583)  0.1842
H (-2.18548, 4.65243, 0.28375)  0.3094
H (-2.67381, 4.59947, -1.40447)  0.3357
H (0.08038, 4.72633, 0.89476)  0.4014
H (1.32365, 4.46688, -0.32030)  0.2653
H (-0.19479, 2.42312, 1.19177)  -1.1060
H (1.16076, 2.14139, 0.12408)  -0.5056
H (-0.91764, 1.93042, -2.89401)  0.6063
H (0.74053, 1.96640, -2.30383)  -0.1375
H (-0.95193, 4.26098, -3.10002)  0.2684
H (0.74224, 4.29977, -2.63124)  0.3560

=====

| no. | HOMO level (hartree) | lowest unoccupied orbital energy (eV) | E_tot (a.u.) |
| --- | --- | --- | --- |
| 1 | -0.331 | 0.52 | -1171.95661 |
| 2 | -0.241 | 0.49 | -3891.47102 |